Below is a cluster of 2 separate species, C20H11F4O5S in total in a non-equilibrium geometry, with properties calculated with the ωB97M-V functional and the def2-TZVPD basis.

- E_tot: -1942.5469 Eh
- LUMO level: 0.3 eV
- ΔE to the lowest compared entry with this formula, charge and spin: 0.00 kJ/mol
- Strongest force on any atom: 3.13 eV/Å
- Net charge: -1

```
41
Properties=species:S:1:pos:R:3:forces:R:3:lowdin_charge:R:1
F -0.251248 1.921859 4.775107 1.0 -0.2 -0.3 0.14
C 0.866159 1.260906 4.444566 -1.4 -1.4 0.2 -0.12
C 0.842053 -0.078701 4.324947 -1.4 1.5 0.4 -0.12
F -0.300186 -0.747560 4.529330 1.1 0.2 -0.2 0.14
C 2.049489 -0.821666 3.993673 -0.3 -1.7 -0.2 -0.26
O 2.037151 -2.029002 3.929826 0.1 -0.1 0.0 0.18
C 3.273114 -0.071944 3.748892 1.3 1.6 -0.3 -0.10
F 4.386583 -0.731743 3.402759 -0.8 0.1 0.2 0.13
C 3.296834 1.267736 3.865368 1.2 -1.6 -0.6 -0.10
F 4.432587 1.937881 3.628913 -0.8 -0.1 0.3 0.13
C 2.100844 2.006908 4.244367 -0.3 1.6 0.1 -0.26
O 2.136030 3.205282 4.399221 0.1 0.1 0.0 0.17
C 1.691676 0.494996 -5.789565 0.1 0.0 -0.3 -0.10
C 0.440313 1.009185 -5.520327 -0.1 0.1 -0.1 -0.09
C -0.234524 0.608006 -4.385466 -0.5 0.3 -0.1 -0.06
C 0.338872 -0.303102 -3.531854 -0.4 -0.4 0.2 -0.30
S -0.563295 -0.840324 -2.083841 -0.2 0.4 3.0 0.77
C 0.215113 0.142124 -0.805783 -1.3 -0.8 -1.3 -0.16
C -0.370146 0.385438 0.423940 0.1 -0.3 -0.8 -0.54
O 0.224116 1.021413 1.309611 0.4 0.6 1.4 -0.04
C -1.750034 -0.124018 0.697978 -0.3 -0.2 0.0 -0.18
C -1.979107 -1.481280 0.888853 0.4 0.3 0.0 -0.04
C -3.258585 -1.950227 1.082787 -0.2 -0.1 0.1 -0.09
C -4.321729 -1.069194 1.089195 -0.3 -0.2 0.0 -0.11
C -4.106431 0.282813 0.913137 -0.1 0.1 0.0 -0.10
C -2.827009 0.753221 0.721328 0.4 0.0 0.1 -0.03
O -1.993472 -0.389428 -2.250922 2.6 -1.7 -0.2 -0.37
O -0.173680 -2.265970 -1.778768 -1.4 2.2 -1.6 -0.39
C 1.587890 -0.812071 -3.793973 0.4 -0.4 0.2 -0.07
C 2.268417 -0.413798 -4.926585 0.2 0.0 0.0 -0.09
H 2.209811 0.785637 -6.688030 0.1 0.1 -0.2 0.09
H -0.013064 1.712336 -6.199818 -0.1 0.1 -0.1 0.10
H -1.219564 0.983888 -4.163401 -0.2 0.0 0.1 0.11
H 1.186993 0.538243 -0.997388 0.5 0.0 -0.3 0.06
H -1.141798 -2.158778 0.867611 0.1 -0.1 -0.1 0.11
H -3.431022 -3.007060 1.208539 0.0 -0.2 0.0 0.10
H -5.326188 -1.439122 1.205413 -0.2 -0.1 0.1 0.09
H -4.938191 0.969150 0.904172 -0.2 0.1 0.0 0.09
H -2.640942 1.803838 0.577382 0.0 0.2 -0.1 0.12
H 2.013205 -1.535618 -3.118715 0.0 -0.2 0.1 0.11
H 3.242977 -0.820254 -5.142494 0.2 -0.1 0.0 0.10
```
Positions in Å, forces in eV/Å.